1.
# C6H8

C6H8 in the gas phase in a non-equilibrium geometry (wB97M-V/def2-TZVPD, the Open Molecules 2025 dataset).

Cartesian coordinates (Å):
C1 -0.33145 1.11876 -0.61126
C2 0.88128 0.26695 -0.14247
C3 0.37318 0.18171 1.32399
C4 -1.28153 0.07065 -0.03930
C5 -0.81695 -1.18961 -0.62958
C6 0.51768 -1.08091 -0.75677
H1 -0.45664 1.19538 -1.69658
H2 -0.38450 2.11421 -0.15058
H3 1.91590 0.60887 -0.29585
H4 0.43487 1.11706 1.89472
H5 0.62848 -0.70192 1.91638
H6 -1.25049 0.15406 1.16156
H7 -1.45852 -2.03424 -0.85953
H8 1.22870 -1.82095 -1.11472

As for the max |F|: 2.78 eV Å⁻¹. The spin multiplicity is 1. The total charge is 0. The gap between HOMO and LUMO (alpha / beta) is 8.078 / 8.076 eV. The energy above the lowest of the compared OMol25 structures with the same formula, charge and spin comes out at 4.529 eV.

***

2.
# C4H11BrClF2NbO3PPb

C4H11BrClF2NbO3PPb as an isolated structure in a non-equilibrium geometry (wB97M-V/def2-TZVPD, the Open Molecules 2025 dataset).

Cartesian coordinates (Å):
C1 -1.84952 1.64939 2.03274
C2 -2.53249 0.64948 1.10583
F1 -3.57401 0.03204 1.81442
C3 -1.62476 -0.49567 0.62014
Nb1 -0.64806 -0.18765 -1.30335
F2 0.60791 -0.59415 -2.61055
Cl1 -2.56714 -0.41012 -2.42098
Br1 -0.42551 2.22327 -1.27968
C4 1.23170 -0.35157 0.04208
P1 2.84672 -0.06988 -0.65136
O1 3.98264 0.19106 0.22973
O2 2.67931 0.92822 -1.85882
O3 2.94499 -1.60173 -1.34832
H1 -1.61086 2.57984 1.51429
H2 -0.92984 1.25237 2.47171
H3 -2.54090 1.89584 2.84089
H4 -3.01408 1.16753 0.27007
H5 -2.23466 -1.40839 0.56902
H6 -0.89212 -0.68029 1.41664
H7 -0.47369 -2.15485 -1.18513
H8 1.06402 0.17010 0.98576
H9 1.28574 -1.41121 0.37664
H10 3.36270 1.61546 -1.85041
H11 3.84067 -1.94954 -1.22507
Pb1 1.07124 -3.03953 -0.55632

As for the max |F|: 2.96 eV Å⁻¹. The spin multiplicity is 1. The total charge is +1. The gap between HOMO and LUMO is 7.589 eV. The energy above the lowest of the compared OMol25 structures with the same formula, charge and spin comes out at 0.000 eV.

***

3.
# C34H33F5N5O5TeV

C34H33F5N5O5TeV as an isolated structure in a non-equilibrium geometry (wB97M-V/def2-TZVPD, the Open Molecules 2025 dataset).

Cartesian coordinates (Å):
V1 1.01192 1.28568 -0.73823
C1 -1.36163 -6.36227 -0.87372
O1 -1.12365 -5.03986 -0.42482
C2 -1.75306 -4.63507 0.71223
C3 -2.57519 -5.43237 1.48875
C4 -3.18860 -4.90503 2.62085
C5 -2.99398 -3.57891 2.95839
C6 -2.17637 -2.77160 2.17476
C7 -1.53283 -3.29305 1.06330
N1 -0.69354 -2.56596 0.19714
C8 -0.13306 -1.33991 0.38593
N2 0.15373 -0.99783 1.64658
C9 0.87276 0.12529 2.11601
C10 1.32564 1.14661 1.30142
C11 2.07342 2.16721 1.90643
C12 2.35059 2.16122 3.25812
C13 1.87111 1.13258 4.06828
C14 1.13038 0.11871 3.49819
O2 0.61048 -0.95100 4.17920
C15 0.86470 -1.02635 5.56945
N3 0.15272 -0.58251 -0.65180
C16 -0.22293 -1.06139 -1.94567
C17 0.75361 -1.46655 -2.84520
C18 0.39786 -1.90725 -4.11023
C19 -0.94134 -1.94912 -4.46258
C20 -1.92742 -1.54853 -3.57315
C21 -1.57545 -1.09451 -2.30884
O3 -2.45304 -0.68776 -1.35890
C22 -3.77854 -0.41870 -1.78707
H1 -0.80189 -6.47266 -1.79774
H2 -2.42346 -6.52788 -1.06916
H3 -1.00637 -7.09536 -0.14605
H4 -2.74352 -6.46587 1.22343
H5 -3.82333 -5.53779 3.22549
H6 -3.48261 -3.15544 3.82475
H7 -2.06404 -1.72701 2.43015
H8 -0.69570 -2.89927 -0.75731
H9 0.01391 -1.71455 2.34475
H10 2.46585 2.97472 1.29646
H11 2.94184 2.95237 3.70105
H12 2.08467 1.13387 5.12727
H13 0.37855 -1.93305 5.91862
H14 0.44501 -0.16427 6.09281
H15 1.93647 -1.08584 5.77184
H16 1.79154 -1.40925 -2.53839
H17 1.16048 -2.20279 -4.81715
H18 -1.23039 -2.27181 -5.45344
H19 -2.96114 -1.55846 -3.88436
H20 -4.28189 0.03423 -0.93710
H21 -4.29876 -1.33922 -2.06317
H22 -3.77381 0.27292 -2.63173
C23 6.36299 1.28712 0.65824
C24 5.98919 2.26691 -0.25245
C25 4.77579 2.18474 -0.91583
C26 3.91409 1.12067 -0.67473
C27 4.29262 0.13374 0.23178
C28 5.50563 0.21837 0.89210
H23 7.31034 1.35324 1.17560
H24 6.64977 3.10146 -0.44986
H25 4.46952 2.93323 -1.63768
H26 3.60784 -0.68631 0.41675
H27 5.78347 -0.55284 1.59928
N4 -3.93881 3.02338 -0.75880
C29 -3.51044 4.10916 -0.06211
O4 -4.24210 4.89075 0.51116
C30 -2.02009 4.25635 -0.06575
C31 -1.44406 5.51473 -0.15433
C32 -0.07399 5.61672 -0.34129
C33 0.66943 4.45978 -0.46671
N5 0.11756 3.24558 -0.33595
C34 -1.19181 3.15579 -0.10879
H28 -4.93294 2.94103 -0.89591
H29 -3.32010 2.57525 -1.42696
H30 -2.08007 6.38858 -0.09978
H31 0.40875 6.57769 -0.43942
H32 1.72323 4.48678 -0.70841
H33 -1.59554 2.15595 0.00315
F1 -1.09737 1.08493 -4.88143
Te1 0.10640 1.94705 -3.66833
F2 -0.73934 3.48048 -4.28136
F3 1.30676 3.30930 -2.86700
F4 -1.52011 1.96426 -2.39234
F5 1.21001 2.07494 -5.19727
O5 2.73366 1.05184 -1.33143

As for the max |F|: 1.01 eV Å⁻¹. The spin multiplicity is 3. The total charge is 0. The gap between HOMO and LUMO (alpha / beta) is 8.164 / 8.297 eV. The energy above the lowest of the compared OMol25 structures with the same formula, charge and spin comes out at 2.296 eV.